[1]
{"formula": "C36H35ClI2IrN5O2S2", "method": "ωB97M-V/def2-TZVPD", "spin_multiplicity": 5, "charge": 0, "gap_ev": [3.88, 3.38], "total_energy_ha": -3773.19623, "largest_force_ev_per_a": 1.50, "s_squared": 6.0735, "symbols": ["Ir", "I", "C", "C", "C", "I", "C", "C", "C", "C", "N", "C", "C", "O", "H", "H", "H", "H", "N", "C", "S", "C", "C", "C", "N", "C", "C", "H", "H", "H", "H", "H", "H", "Cl", "C", "C", "C", "C", "C", "C", "C", "H", "H", "H", "H", "H", "H", "C", "C", "C", "C", "N", "N", "H", "H", "H", "H", "H", "H", "H", "H", "H", "H", "H", "H", "C", "C", "O", "S", "C", "C", "C", "C", "C", "C", "C", "C", "H", "H", "H", "H", "H", "H", "H"], "xyz": [[-0.7139, 0.4400, -0.3879], [-4.0559, 2.9987, -3.7259], [-3.4792, 3.6177, -1.8208], [-3.8614, 4.8513, -1.3216], [-3.4864, 5.2371, -0.0476], [-4.1048, 7.1262, 0.6160], [-2.7302, 4.3777, 0.8016], [-2.3586, 4.6600, 2.1317], [-1.7414, 3.6932, 2.8810], [-1.4364, 2.4610, 2.2912], [-1.6768, 2.2142, 1.0181], [-2.3429, 3.1240, 0.2899], [-2.6993, 2.7069, -1.0540], [-2.3556, 1.5769, -1.4747], [-4.4603, 5.5086, -1.9358], [-2.5821, 5.6320, 2.5506], [-1.4865, 3.8647, 3.9180], [-0.9955, 1.6575, 2.8667], [-4.8358, -3.0697, 4.3876], [-3.6635, -3.4615, 3.7999], [-3.0429, -4.9818, 4.2283], [-3.0444, -2.6017, 2.8555], [-3.5583, -1.3150, 2.4940], [-2.9037, -0.5301, 1.5930], [-1.7365, -0.8817, 0.9837], [-1.2614, -2.1287, 1.2835], [-1.8529, -2.9778, 2.1627], [-5.1538, -3.6288, 5.1585], [-5.0969, -2.0983, 4.3895], [-4.4855, -0.9436, 2.9110], [-3.3162, 0.4313, 1.3121], [-0.3581, -2.4256, 0.7650], [-1.4291, -3.9533, 2.3510], [1.3856, 1.6797, 6.3579], [1.3263, 1.1610, 4.7019], [0.9770, -0.1457, 4.3985], [0.9186, -0.5440, 3.0723], [1.1829, 0.3442, 2.0268], [1.1397, -0.0541, 0.5891], [1.5675, 1.6434, 2.3717], [1.6446, 2.0545, 3.6921], [0.7649, -0.8483, 5.1935], [0.6634, -1.5700, 2.8463], [1.3057, -1.1238, 0.4610], [1.9399, 0.4705, 0.0744], [1.8174, 2.3454, 1.5820], [1.9466, 3.0641, 3.9413], [0.1528, -2.8383, -2.2752], [-1.3104, -3.2456, -2.4839], [-1.5473, -4.6688, -1.9850], [-1.6744, -3.1554, -3.9687], [-2.2501, -2.4147, -1.7169], [-2.0526, -1.0106, -1.8517], [0.8056, -3.4874, -2.8631], [0.4313, -2.9343, -1.2233], [0.3286, -1.8049, -2.5775], [-1.0544, -5.3884, -2.6389], [-2.6171, -4.8809, -1.9746], [-1.1569, -4.8001, -0.9732], [-1.0786, -3.8633, -4.5461], [-1.4810, -2.1591, -4.3761], [-2.7301, -3.3921, -4.1045], [-2.2095, -2.6421, -0.7304], [-2.9402, -0.5516, -1.6917], [-1.7946, -0.8039, -2.8107], [7.0738, 0.6056, -0.6286], [8.0346, 0.8964, -1.7545], [9.1892, 1.1673, -1.5751], [7.4893, 0.7487, -3.4697], [5.7115, 0.7542, -3.3676], [5.0559, 1.9677, -3.1817], [3.6890, 1.9924, -2.9702], [2.9565, 0.7997, -2.9501], [3.6123, -0.4031, -3.2346], [4.9815, -0.4261, -3.4388], [1.5977, 0.7968, -2.5106], [0.5689, 0.7759, -1.8565], [7.1353, 1.4137, 0.1001], [7.4240, -0.3035, -0.1366], [6.0474, 0.4661, -0.9440], [5.6288, 2.8861, -3.1860], [3.1760, 2.9287, -2.7930], [3.0417, -1.3228, -3.2595], [5.4920, -1.3605, -3.6320]]}


[2]
{"formula": "C36H35InN5O9S2Se", "method": "ωB97M-V/def2-TZVPD", "charge": -1, "gap_ev": 6.11, "total_energy_ha": -5731.41706, "largest_force_ev_per_a": 6.99, "symbols": ["In", "C", "C", "C", "C", "C", "C", "C", "C", "C", "C", "C", "C", "H", "H", "H", "H", "H", "H", "H", "H", "H", "H", "H", "H", "H", "H", "H", "H", "H", "H", "O", "S", "O", "N", "C", "C", "C", "C", "C", "C", "C", "C", "N", "C", "C", "C", "C", "C", "C", "C", "H", "H", "H", "H", "H", "H", "H", "H", "H", "H", "H", "O", "Se", "O", "O", "O", "O", "S", "O", "O", "C", "N", "C", "C", "C", "N", "C", "C", "C", "N", "C", "C", "H", "H", "H", "H", "H", "H"], "xyz": [[-0.5870, -1.3547, -0.4691], [2.9302, -2.7660, -1.1563], [2.3922, -1.6285, -1.9993], [1.5055, -1.9293, -3.0433], [1.1618, -3.3792, -3.3114], [0.9623, -0.8984, -3.8207], [0.0134, -1.2599, -4.9456], [1.3330, 0.4318, -3.5721], [0.6916, 1.5759, -4.3335], [2.2976, 0.7170, -2.5965], [2.8569, 2.1185, -2.4511], [2.7799, -0.3048, -1.7703], [3.7042, 0.0279, -0.6155], [3.3274, -3.5600, -1.7917], [2.1368, -3.2104, -0.5480], [3.7311, -2.4445, -0.4938], [2.0120, -3.8917, -3.7760], [0.3020, -3.4855, -3.9655], [0.9240, -3.8991, -2.3824], [0.4900, -1.9672, -5.6272], [-0.2812, -0.3971, -5.5347], [-0.8913, -1.7314, -4.5544], [1.2533, 1.8304, -5.2385], [0.6331, 2.4725, -3.7167], [-0.3269, 1.3331, -4.6281], [2.4486, 2.6533, -1.5856], [2.6583, 2.7260, -3.3302], [3.9398, 2.0810, -2.3270], [4.7438, -0.2320, -0.8394], [3.4098, -0.5196, 0.2805], [3.6752, 1.0877, -0.3712], [-1.2919, -4.3733, -0.0012], [-1.5599, -4.0550, 1.5994], [-2.8123, -4.6841, 1.9027], [-1.3333, -2.5769, 1.6798], [-1.4971, -1.7925, 2.8335], [-1.8593, -2.2426, 4.0865], [-1.9418, -1.3582, 5.1836], [-1.6649, -0.0313, 5.0371], [-1.3103, 0.4712, 3.7622], [-1.0299, 1.8388, 3.5324], [-0.6870, 2.2623, 2.2839], [-0.6278, 1.3116, 1.2436], [-0.8870, 0.0388, 1.4102], [-1.2285, -0.3994, 2.6555], [-0.2496, -4.9584, 2.3437], [1.0212, -4.3963, 2.3687], [2.0592, -5.1372, 2.9096], [1.8142, -6.4057, 3.4240], [0.5341, -6.9472, 3.4016], [-0.5122, -6.2249, 2.8491], [-2.0960, -3.2901, 4.2278], [-2.2296, -1.7529, 6.1511], [-1.7142, 0.6480, 5.8810], [-1.0943, 2.5373, 4.3593], [-0.4667, 3.3017, 2.0788], [-0.3560, 1.6241, 0.2393], [1.1733, -3.4087, 1.9551], [3.0617, -4.7293, 2.9234], [2.6323, -6.9828, 3.8396], [0.3525, -7.9343, 3.8103], [-1.5207, -6.6191, 2.8037], [-3.4320, -2.3938, -0.2485], [-2.9668, -3.5991, -1.2055], [-2.0861, -3.1853, -2.4828], [-0.0551, -3.6895, -0.3768], [-3.7986, -4.9620, -1.2545], [2.2525, 6.9699, 0.1260], [1.3299, 8.0598, -0.1147], [1.4751, 9.1916, 0.7725], [1.1214, 8.3895, -1.5159], [-0.3118, 7.3486, 0.2489], [-1.3304, 8.1607, 0.5447], [-2.5279, 7.5967, 0.6101], [-2.7490, 6.2484, 0.3778], [-1.6313, 5.4900, 0.0717], [-0.4255, 6.0396, 0.0172], [-1.6765, 4.0229, -0.2212], [-0.4956, 3.3727, -0.5721], [-0.5358, 2.0188, -0.8410], [-1.6561, 1.2881, -0.7941], [-2.7844, 1.9129, -0.4603], [-2.8416, 3.2668, -0.1669], [-3.3547, 8.2565, 0.8581], [-3.7437, 5.8294, 0.4358], [0.4195, 3.9512, -0.6252], [0.3680, 1.4737, -1.1162], [-3.6793, 1.2995, -0.4322], [-3.7896, 3.7129, 0.1043]]}


[3]
{"formula": "C36H35N2O4SbTm", "method": "ωB97M-V/def2-TZVPD", "spin_multiplicity": 3, "charge": 1, "gap_ev": [7.58, 7.60], "total_energy_ha": -3128.57215, "largest_force_ev_per_a": 2.65, "s_squared": 2.0022, "symbols": ["Tm", "O", "C", "C", "C", "C", "C", "C", "C", "O", "N", "N", "C", "C", "C", "C", "C", "C", "C", "O", "H", "H", "H", "H", "H", "H", "H", "H", "H", "H", "C", "C", "O", "C", "C", "H", "H", "H", "H", "H", "H", "H", "H", "H", "H", "C", "C", "C", "C", "C", "C", "Sb", "C", "C", "C", "C", "C", "C", "C", "C", "C", "C", "C", "C", "H", "H", "H", "H", "H", "H", "H", "H", "H", "H", "H", "H", "H", "H", "H"], "xyz": [[-0.6420, -0.5794, -1.3843], [3.7078, -0.3503, -0.2111], [4.1392, 0.6504, -1.0847], [5.5018, 0.7677, -1.2518], [5.9475, 1.8898, -1.9355], [5.1113, 2.7509, -2.6092], [3.7363, 2.5360, -2.5649], [3.2527, 1.4760, -1.8107], [1.8091, 1.1981, -1.7741], [1.4390, 0.0190, -1.3684], [1.0037, 2.1388, -2.2066], [-0.3014, 1.6708, -2.0592], [-1.2101, 2.5429, -2.3458], [-2.6406, 2.2935, -2.3068], [-3.4710, 3.3744, -2.6212], [-4.8338, 3.3572, -2.4962], [-5.4001, 2.1892, -2.0311], [-4.6768, 1.0217, -1.9131], [-3.2654, 1.0867, -1.9624], [-2.5583, -0.0455, -1.7823], [2.7579, -0.5150, -0.4698], [6.1356, -0.0014, -0.7356], [6.9790, 2.0948, -1.9774], [5.5148, 3.6076, -3.1847], [3.0413, 3.2263, -3.0903], [-0.9681, 3.5038, -2.7045], [-2.9970, 4.2921, -2.8499], [-5.3652, 4.3101, -2.6119], [-6.5049, 2.1636, -1.9170], [-5.2351, 0.0919, -1.7487], [-0.5941, -0.6616, -4.6884], [-0.2274, -2.0663, -4.4392], [-0.3494, -2.2932, -3.0127], [-0.1632, -3.7246, -2.6970], [-0.4212, -4.0203, -1.2423], [-0.7065, -0.4419, -5.7657], [0.1732, 0.0299, -4.3146], [-1.5827, -0.4743, -4.1669], [0.8255, -2.2748, -4.6691], [-0.8819, -2.7567, -4.9796], [0.8529, -4.0338, -2.9140], [-0.8594, -4.2509, -3.3191], [0.2659, -3.4848, -0.6078], [-0.2307, -5.0695, -1.1008], [-1.4662, -3.7957, -1.0353], [1.5981, 3.8814, 2.6543], [0.3782, 3.4867, 3.2140], [-0.1587, 2.2206, 3.0381], [0.4578, 1.3501, 2.1786], [1.6849, 1.7328, 1.5791], [2.2332, 2.9911, 1.8691], [-0.4713, -0.5028, 1.7757], [-2.0283, -0.4950, 3.1920], [-1.6927, -0.5996, 4.5392], [-2.6482, -0.8078, 5.5572], [-3.9952, -0.8134, 5.1907], [-4.3159, -0.6476, 3.8400], [-3.3633, -0.5548, 2.8745], [0.7781, -1.9858, 2.5862], [2.1748, -1.9478, 2.4964], [2.9509, -3.0607, 2.7469], [2.3122, -4.2266, 3.1154], [0.9468, -4.3241, 3.1669], [0.1709, -3.1734, 2.9827], [2.0705, 4.8356, 2.7953], [-0.2257, 4.2298, 3.7383], [-1.1325, 2.0347, 3.5374], [2.1769, 0.9929, 0.9180], [3.1710, 3.2612, 1.4155], [-0.6566, -0.4702, 4.7911], [-2.2395, -0.9692, 6.5710], [-4.8248, -0.9944, 5.8817], [-5.3652, -0.6205, 3.4521], [-3.7329, -0.3732, 1.8272], [2.6949, -1.0228, 2.2872], [4.0346, -3.1362, 2.6110], [2.8805, -5.1549, 3.3154], [0.3663, -5.2839, 3.3035], [-0.8720, -3.2954, 2.9202]]}


[4]
{"formula": "C36H36Br4F6GeNO6ReS2Si", "method": "ωB97M-V/def2-TZVPD", "charge": 0, "gap_ev": 7.51, "total_energy_ha": -16035.79943, "largest_force_ev_per_a": 4.67, "symbols": ["Re", "Br", "C", "C", "Br", "C", "Br", "C", "O", "C", "O", "C", "Br", "C", "Si", "C", "C", "C", "C", "C", "C", "C", "C", "H", "H", "H", "H", "H", "H", "H", "H", "H", "H", "H", "H", "H", "H", "H", "H", "H", "H", "H", "H", "H", "F", "C", "F", "F", "S", "O", "O", "N", "S", "O", "O", "C", "F", "F", "F", "C", "Ge", "C", "C", "C", "C", "C", "C", "C", "C", "C", "C", "C", "C", "C", "C", "C", "C", "C", "C", "H", "H", "H", "H", "H", "H", "H", "H", "H", "H", "H", "H", "H", "H", "H"], "xyz": [[1.5348, -19.1395, 1.6641], [0.4256, -24.1710, 6.0821], [0.7734, -23.1872, 4.4849], [0.1679, -23.4990, 3.3218], [-1.0588, -24.9693, 3.1217], [0.4227, -22.7659, 2.1568], [-0.6477, -22.9675, 0.5941], [1.4014, -21.7944, 2.1685], [1.9953, -21.2119, 1.0612], [1.7940, -21.2685, 3.3874], [2.2710, -20.0555, 3.3604], [1.5586, -22.0261, 4.5436], [2.3670, -21.4681, 6.1847], [2.9821, -23.6774, 0.2343], [3.3464, -21.8900, 0.2332], [4.9776, -21.5375, 1.2044], [5.0536, -20.0758, 1.7305], [5.0113, -22.5852, 2.3226], [6.2601, -21.7001, 0.3295], [3.2659, -21.3457, -1.5625], [1.7795, -21.3730, -2.0596], [3.8837, -19.9404, -1.8010], [4.0724, -22.4042, -2.3855], [3.8396, -24.2256, -0.1624], [2.1177, -23.9309, -0.3994], [2.7776, -24.0331, 1.2725], [4.2760, -19.8155, 2.5160], [5.0931, -19.3929, 0.9008], [6.0404, -20.0321, 2.2396], [4.2621, -22.3904, 3.1083], [5.9614, -22.4906, 2.8769], [4.8585, -23.5412, 1.8871], [6.2586, -20.8890, -0.3719], [6.3126, -22.7367, -0.1196], [7.1645, -21.6873, 0.9702], [1.1769, -20.6722, -1.4979], [1.3049, -22.3632, -1.8738], [1.7872, -21.0620, -3.1204], [3.4728, -19.1919, -1.1708], [3.9115, -19.5668, -2.8171], [4.9182, -19.9085, -1.4432], [3.5856, -23.3941, -2.4336], [5.1774, -22.4573, -2.0222], [4.1025, -22.1531, -3.4055], [-1.0368, -16.4533, -0.1951], [-1.6153, -16.6828, 0.9853], [-1.1755, -15.7708, 1.8648], [-2.8860, -16.5203, 0.8286], [-1.1978, -18.4053, 1.6227], [-0.1816, -18.3466, 2.7479], [-0.4046, -19.0997, 0.5767], [-2.5771, -18.8973, 2.0500], [-2.9934, -20.2726, 2.8497], [-3.8550, -19.9376, 3.9387], [-1.7852, -21.0158, 3.0531], [-4.1831, -21.0670, 1.6826], [-4.5372, -22.1523, 2.3485], [-3.6294, -21.4085, 0.4964], [-5.2421, -20.2790, 1.4948], [2.5324, -17.6989, 1.3889], [3.5843, -16.1061, 1.4865], [5.0521, -16.3987, 0.3060], [4.7172, -16.6271, -1.0552], [5.8133, -16.9527, -1.9233], [7.1169, -16.9902, -1.4159], [7.3577, -16.7897, -0.1005], [6.2962, -16.5365, 0.7748], [2.5361, -14.6492, 0.8317], [3.0754, -14.0263, -0.2891], [2.4075, -12.9602, -0.8997], [1.2857, -12.4375, -0.3282], [0.7739, -13.0389, 0.7731], [1.3612, -14.1419, 1.3588], [4.0326, -15.8529, 3.3200], [3.4307, -16.6936, 4.3241], [3.8469, -16.5531, 5.5883], [4.8713, -15.6861, 5.9460], [5.4999, -14.9357, 4.9887], [4.9927, -14.9501, 3.6695], [3.7145, -16.6492, -1.5016], [5.5889, -17.1834, -2.9698], [7.9898, -17.1358, -2.1333], [8.3626, -16.7929, 0.2701], [6.5053, -16.4998, 1.8382], [4.0180, -14.3133, -0.7061], [2.8418, -12.5836, -1.7842], [0.7545, -11.5961, -0.7471], [-0.1565, -12.7125, 1.2470], [0.9725, -14.5359, 2.2951], [2.6706, -17.3952, 4.0019], [3.3238, -17.1869, 6.3425], [5.0867, -15.4980, 6.9680], [6.3626, -14.2639, 5.2737], [5.3279, -14.1873, 2.9615]]}


[5]
{"formula": "C36H36GeN5O3S3Sn", "method": "ωB97M-V/def2-TZVPD", "spin_multiplicity": 2, "charge": 2, "gap_ev": [7.29, 6.12], "total_energy_ha": -5378.22334, "largest_force_ev_per_a": 0.56, "s_squared": 0.7558, "symbols": ["Sn", "C", "C", "N", "N", "C", "N", "S", "C", "C", "C", "C", "C", "N", "H", "H", "H", "H", "H", "H", "H", "H", "H", "O", "S", "O", "N", "C", "S", "C", "C", "C", "C", "C", "C", "H", "H", "H", "H", "C", "C", "C", "O", "C", "H", "H", "H", "H", "H", "H", "H", "H", "C", "Ge", "C", "C", "C", "C", "C", "C", "C", "C", "C", "C", "C", "C", "C", "C", "C", "C", "H", "H", "H", "H", "H", "H", "H", "H", "H", "H", "H", "H", "H", "H", "H"], "xyz": [[-0.6404, -2.1062, 0.1931], [-3.8382, -5.1996, -1.1837], [-2.6008, -4.4079, -0.9276], [-2.5923, -3.1944, -0.4920], [-3.8345, -2.6374, -0.2944], [-3.8876, -1.3541, -0.1716], [-5.0902, -0.7782, -0.0090], [-2.5155, -0.2394, -0.2419], [-1.2865, -5.0236, -1.2470], [-1.1736, -6.3224, -1.7127], [0.0896, -6.8090, -2.0280], [1.1922, -5.9909, -1.8639], [0.9884, -4.7048, -1.3873], [-0.2190, -4.2354, -1.0972], [-4.7214, -4.6455, -0.8958], [-3.7975, -6.1309, -0.6155], [-3.9020, -5.4590, -2.2422], [-5.9023, -1.3604, 0.1159], [-5.1737, 0.2156, 0.0955], [-2.0444, -6.9499, -1.8272], [0.2045, -7.8208, -2.3923], [2.1895, -6.3325, -2.1011], [1.8214, -4.0268, -1.2367], [0.4233, -3.0543, 2.7742], [-0.9453, -3.1668, 3.2224], [-1.5734, -4.4445, 3.1517], [-1.7990, -2.0492, 2.2802], [-2.1738, -1.0174, 3.0034], [-2.8529, 0.4095, 2.3985], [-1.8897, -1.1564, 4.4589], [-2.1866, -0.2740, 5.4832], [-1.7657, -0.5975, 6.7671], [-1.0678, -1.7750, 7.0205], [-0.7752, -2.6702, 5.9969], [-1.2021, -2.3279, 4.7321], [-2.7356, 0.6382, 5.2900], [-1.9809, 0.0781, 7.5835], [-0.7481, -2.0009, 8.0286], [-0.2415, -3.5913, 6.1871], [3.3921, 0.8566, 0.3560], [3.6882, 0.3862, -1.0841], [2.3732, -0.1904, -1.5780], [1.3241, 0.4971, -0.8189], [1.8826, 0.6980, 0.5258], [3.6944, 1.8913, 0.4952], [3.9134, 0.2472, 1.0910], [4.4716, -0.3682, -1.1119], [3.9969, 1.2230, -1.7069], [2.2845, -1.2544, -1.3497], [2.1875, -0.0326, -2.6349], [1.6389, -0.1894, 1.1116], [1.3894, 1.5606, 0.9600], [-0.3687, 0.8261, -3.2226], [0.3922, 1.9795, -1.8841], [-0.9189, 2.8610, -0.8077], [-1.0320, 2.8802, 0.5814], [-2.0375, 3.6188, 1.1857], [-2.9286, 4.3487, 0.4108], [-2.8213, 4.3386, -0.9712], [-1.8227, 3.5927, -1.5822], [1.9674, 2.8914, -2.4499], [2.3652, 2.6480, -3.7452], [3.5138, 3.2619, -4.2876], [4.2455, 4.1145, -3.5163], [3.8722, 4.4023, -2.1785], [4.6479, 5.2813, -1.3819], [4.2935, 5.5511, -0.0933], [3.1334, 4.9620, 0.4545], [2.3667, 4.1150, -0.2938], [2.7153, 3.7979, -1.6303], [-0.6411, 1.4404, -4.0831], [-1.2718, 0.3622, -2.8299], [0.3221, 0.0576, -3.5604], [-0.3527, 2.3163, 1.2065], [-2.1239, 3.6288, 2.2646], [-3.7054, 4.9326, 0.8866], [-3.5115, 4.9113, -1.5760], [-1.7536, 3.6008, -2.6658], [1.8001, 1.9691, -4.3745], [3.8059, 3.0529, -5.3076], [5.1250, 4.5987, -3.9232], [5.5286, 5.7373, -1.8170], [4.8886, 6.2251, 0.5078], [2.8491, 5.1923, 1.4731], [1.4691, 3.6918, 0.1402]]}


Across the entries above, energy relative to the best compared isomer or geometry (same formula, charge and spin) takes the values 23.65, 229.15, 2.63, 0.00, 16.61 kcal per mole, respectively.